(1)
Density functional theory data (ωB97M-V/def2-TZVPD) for C5H4NO5W as an isolated structure in a non-equilibrium geometry.

HOMO energy (spin up / spin down) = -22.18 / -22.33 eV
lowest unoccupied orbital energy (spin up / spin down) = -18.3 / -17.8 eV
total energy = -689.48215 a.u.
energy above the lowest of the compared OMol25 structures with the same formula, charge and spin = 81.5 kcal/mol
strongest force on any atom = 9.7 eV/Å

```
! wB97M-V def2-TZVPD RIJCOSX def2/J DEFGRID3
* xyz 3 3
O -2.5505 -4.5449 -0.2053
C -1.5556 -4.1712 0.2061
W 0.1777 0.5580 -0.3986
O 2.2449 -1.1790 1.2069
C 1.1008 -1.0068 0.8203
C 1.7235 1.7055 -0.0958
O 2.6155 2.4560 0.0736
C -0.6524 2.2557 -1.7544
O -0.8780 2.9329 -2.6567
C 0.7080 -0.3677 -2.0901
O 1.0975 -0.8916 -3.0646
H 0.2816 -1.7246 1.1244
N -0.9354 0.9296 1.4491
H -1.7854 1.4836 1.3160
H -0.3697 1.4748 2.1074
H -1.2226 0.0897 1.9617
*
```

(2)
Density functional theory data (ωB97M-V/def2-TZVPD) for a 2-piece molecular cluster, C4H11N2O2 overall in a non-equilibrium geometry.

HOMO energy = -13.22 eV
lowest unoccupied orbital energy = -3.3 eV
total energy = -418.75856 a.u.
energy above the lowest of the compared OMol25 structures with the same formula, charge and spin = 25.9 kcal/mol
strongest force on any atom = 1.4 eV/Å

```
! wB97M-V def2-TZVPD RIJCOSX def2/J DEFGRID3
* xyz 1 1
C 0.9052 1.2048 -0.7259
C -0.0070 1.1236 -1.7059
N -0.7386 -0.1450 -1.9014
N 1.8356 2.1859 -0.5856
H 0.9071 0.4588 0.0580
H -0.1552 1.8643 -2.4740
H -0.7592 -0.4563 -2.8732
H -0.3271 -0.8854 -1.3104
H -1.7164 -0.1284 -1.5941
H 1.7416 3.0263 -1.1285
H 2.1078 2.3866 0.3641
O 1.0335 -2.0038 2.0875
C 0.0326 -1.5832 1.6225
O -0.3436 -1.9238 0.3220
C -1.0346 -0.7670 2.3180
H 0.2549 -2.6438 0.0636
H -1.5768 -0.1805 1.5817
H -0.4888 -0.1025 2.9872
H -1.6709 -1.4305 2.8943
*
```

(3)
Density functional theory data (ωB97M-V/def2-TZVPD) for the molecule C3H11N3 in a non-equilibrium geometry.

HOMO energy = -8.30 eV
structure (SMILES) = CN[C@H](N)CN
lowest unoccupied orbital energy = 1.1 eV
total energy = -285.06267 a.u.
energy above the lowest of the compared OMol25 structures with the same formula, charge and spin = 72.3 kcal/mol
strongest force on any atom = 6.6 eV/Å

```
! wB97M-V def2-TZVPD RIJCOSX def2/J DEFGRID3
* xyz 0 1
C 0.5077 -0.3598 -0.5792
C 0.4237 0.9953 -0.0307
C -2.1504 -0.3947 0.2410
N -1.2702 -0.1599 -0.8803
N 0.7303 -1.4466 0.2361
N 2.1578 1.0872 0.2539
H -1.3489 -0.9328 -1.5417
H 0.9654 -0.4450 -1.5604
H 1.6516 -1.8561 0.1328
H 0.4985 -1.3175 1.2120
H 2.2812 1.5872 1.1340
H 2.5292 1.6918 -0.4783
H -0.0024 1.1172 0.9599
H 0.2632 1.7974 -0.7390
H -2.2607 0.5129 0.8445
H -1.8202 -1.2131 0.9011
H -3.1557 -0.6635 -0.1057
*
```

(4)
Density functional theory data (ωB97M-V/def2-TZVPD) for C48H51BrN3O3PtSb2 as an isolated structure in a non-equilibrium geometry.

HOMO energy = -9.95 eV
lowest unoccupied orbital energy = -3.3 eV
total energy = -5423.16922 a.u.
energy above the lowest of the compared OMol25 structures with the same formula, charge and spin = 0.0 kcal/mol
strongest force on any atom = 2.6 eV/Å

```
! wB97M-V def2-TZVPD RIJCOSX def2/J DEFGRID3
* xyz 1 1
Pt -0.9121 -0.1252 0.1251
C 1.6726 2.7550 0.9069
C 1.1906 2.9065 2.3560
C -0.1907 2.2760 2.5325
Sb -0.4749 0.1483 2.9266
C -0.6927 0.2686 5.0547
C -1.2881 -0.7817 5.7479
C -1.2614 -0.7992 7.1343
C -0.6398 0.2300 7.8293
C -0.0628 1.2850 7.1371
C -0.0929 1.3099 5.7479
C 1.1784 -1.2470 3.0592
C 1.9540 -1.3938 4.2062
C 2.7808 -2.4991 4.3557
C 2.8337 -3.4738 3.3698
C 2.0720 -3.3324 2.2179
C 1.2442 -2.2281 2.0724
Sb 1.7977 0.7143 0.2465
C 2.9665 0.9544 -1.5236
C 2.8101 0.0913 -2.6027
C 3.6695 0.1635 -3.6933
C 4.6880 1.1044 -3.7161
C 4.8462 1.9721 -2.6449
C 3.9961 1.8904 -1.5505
C 3.5653 0.2085 1.3731
C 4.1265 -1.0509 1.1706
C 5.3301 -1.3974 1.7657
C 5.9917 -0.4863 2.5776
C 5.4501 0.7748 2.7749
C 4.2471 1.1232 2.1692
H 2.6506 3.2151 0.7629
H 0.9701 3.2354 0.2272
H 1.1186 3.9746 2.5825
H 1.9067 2.4826 3.0631
H -0.7600 2.4322 1.6141
H -0.7506 2.7324 3.3531
H -1.7666 -1.5905 5.2083
H -1.7221 -1.6174 7.6726
H -0.6076 0.2123 8.9105
H 0.4179 2.0905 7.6766
H 0.3597 2.1425 5.2218
H 1.9336 -0.6416 4.9853
H 3.3831 -2.6030 5.2491
H 3.4678 -4.3417 3.4982
H 2.1278 -4.0806 1.4360
H 0.6574 -2.1030 1.1649
H 2.0204 -0.6480 -2.5794
H 3.5571 -0.5284 -4.5204
H 5.3626 1.1563 -4.5607
H 5.6434 2.7044 -2.6537
H 4.1516 2.5593 -0.7125
H 3.6192 -1.7751 0.5419
H 5.7537 -2.3792 1.5931
H 6.9280 -0.7531 3.0501
H 5.9646 1.4987 3.3943
H 3.8660 2.1241 2.3255
C -2.4502 -3.5593 1.6771
N -2.8092 -4.0106 0.3030
C -4.0569 -4.8171 0.3221
C -2.8527 -2.8515 -0.6931
C -3.5743 -1.6573 -0.1529
C -4.9726 -1.6543 -0.1803
C -5.6979 -0.6256 0.3872
C -5.0107 0.4123 1.0016
C -3.6257 0.4279 1.0039
C -2.8650 -0.5854 0.4073
H -2.2743 -4.4335 2.3003
H -3.2721 -2.9710 2.0752
H -1.5596 -2.9374 1.6324
H -2.0573 -4.6192 -0.0180
H -4.8666 -4.1967 0.6949
H -3.9194 -5.6761 0.9748
H -4.2846 -5.1558 -0.6856
H -3.3179 -3.2370 -1.6006
H -1.8174 -2.6048 -0.8972
H -5.5018 -2.4570 -0.6841
H -6.7784 -0.6251 0.3398
H -5.5557 1.2307 1.4544
H -3.1319 1.2785 1.4545
Br -2.4297 6.1711 -6.1195
C -2.0567 4.7986 -4.8697
C -0.7407 4.4367 -4.6280
C -0.4754 3.4567 -3.6836
C -1.5168 2.8353 -3.0046
C -2.8314 3.2036 -3.2678
C -3.1082 4.1936 -4.1981
C -1.2207 1.7760 -1.9854
O -2.1296 0.9973 -1.6014
O -0.0536 1.6871 -1.5370
H 0.0644 4.9139 -5.1695
H 0.5432 3.1671 -3.4569
H -3.6316 2.7129 -2.7291
H -4.1259 4.4918 -4.4083
N -0.3517 -1.4394 -1.9022
C -0.5113 -1.1024 -3.0019
N -0.6845 -0.7209 -4.2389
C 0.4033 -0.7906 -5.2207
C 0.2331 0.3485 -6.2060
O -1.0460 0.2839 -6.8068
C -2.0669 0.4844 -5.8472
C -2.0489 -0.5945 -4.7745
H 0.3444 -1.7415 -5.7594
H 1.3579 -0.7174 -4.7057
H 0.9676 0.2623 -7.0044
H 0.3645 1.3083 -5.6928
H -3.0135 0.4422 -6.3832
H -1.9604 1.4708 -5.3849
H -2.3603 -1.5513 -5.2063
H -2.7108 -0.3188 -3.9531
*
```

> What is the total energy in the second record?

-418.75856 a.u.

Copy entry 1 word for word.
Density functional theory data (ωB97M-V/def2-TZVPD) for C5H4NO5W as an isolated structure in a non-equilibrium geometry.

HOMO energy (spin up / spin down) = -22.18 / -22.33 eV
lowest unoccupied orbital energy (spin up / spin down) = -18.3 / -17.8 eV
total energy = -689.48215 a.u.
energy above the lowest of the compared OMol25 structures with the same formula, charge and spin = 81.5 kcal/mol
strongest force on any atom = 9.7 eV/Å

```
! wB97M-V def2-TZVPD RIJCOSX def2/J DEFGRID3
* xyz 3 3
O -2.5505 -4.5449 -0.2053
C -1.5556 -4.1712 0.2061
W 0.1777 0.5580 -0.3986
O 2.2449 -1.1790 1.2069
C 1.1008 -1.0068 0.8203
C 1.7235 1.7055 -0.0958
O 2.6155 2.4560 0.0736
C -0.6524 2.2557 -1.7544
O -0.8780 2.9329 -2.6567
C 0.7080 -0.3677 -2.0901
O 1.0975 -0.8916 -3.0646
H 0.2816 -1.7246 1.1244
N -0.9354 0.9296 1.4491
H -1.7854 1.4836 1.3160
H -0.3697 1.4748 2.1074
H -1.2226 0.0897 1.9617
*
```

> strongest force on any atom of number 1 (C5H4NO5W)?

9.7 eV/Å

> Look up the strongest force on any atom of the second one.

1.4 eV/Å